#A
Molecular formula: C4H21NO9
Method: DFT, ωB97M-V with the def2-TZVPD basis set

Computed properties:
E_HOMO	-9.6357	eV
frontier orbital gap	9.957	eV
E_LUMO	0.321	eV
SMILES string	O=CCCNC=O.O.O.O.O.O.O.O

XYZ file:
```
35
Properties=species:S:1:pos:R:3:mulliken_charge:R:1
O -1.507 -2.022 -0.445 -0.741
C -1.113 -1.089 0.233 0.467
N 0.250 -0.870 0.387 0.226
C 0.843 0.385 0.813 -0.521
C -0.144 1.610 0.948 -0.505
C -0.972 2.095 -0.219 -0.241
O -1.015 1.498 -1.255 -0.424
H -1.846 -0.356 0.716 -0.107
H 0.729 -1.309 -0.404 0.197
H 1.694 0.489 0.133 0.139
H 1.239 0.274 1.877 0.215
H 0.701 2.339 1.331 0.359
H -0.893 1.355 1.773 0.386
H -1.487 3.005 0.160 0.450
H -4.233 0.805 0.887 0.270
H -3.303 1.609 0.013 0.265
O -3.366 0.767 0.460 -0.515
H 3.147 1.850 1.002 0.353
H 4.179 1.098 1.742 0.308
O 3.320 1.461 2.006 -0.641
H 1.771 -2.518 0.442 0.330
H 1.693 -2.180 1.952 0.320
O 1.970 -2.889 1.334 -0.630
H 2.817 -0.987 -3.014 0.271
H 1.438 -1.220 -2.270 0.438
O 2.369 -0.938 -2.183 -0.643
H -1.009 -1.173 -3.142 0.340
H -0.750 -2.001 -1.979 0.355
O -0.377 -1.878 -2.864 -0.727
H -4.095 -1.997 2.491 0.300
H -3.404 -1.475 1.153 0.330
O -3.700 -1.278 2.028 -0.646
H 1.985 1.115 -1.953 0.334
H 1.348 2.431 -2.476 0.273
O 1.718 1.996 -1.678 -0.586
```

#B
Molecular formula: C4H21NO9
Method: DFT, ωB97M-V with the def2-TZVPD basis set

Computed properties:
E_HOMO	-10.8005	eV
frontier orbital gap	10.660	eV
E_LUMO	-0.141	eV
SMILES string	CCC(=O)NC=O.O.O.O.O.O.O.O

XYZ file:
```
35
Properties=species:S:1:pos:R:3:mulliken_charge:R:1
O -0.341 -0.910 -0.968 -0.772
C -0.126 -0.011 -0.132 0.461
N 1.106 -0.041 0.464 0.154
C 1.648 0.891 1.343 -0.156
O 1.062 1.870 1.730 -0.640
C -1.181 0.996 0.197 -0.424
C -1.857 0.684 1.532 -1.142
H 1.767 -0.765 0.132 0.466
H 2.660 0.637 1.672 0.413
H -1.911 1.032 -0.608 0.358
H -0.742 1.989 0.242 0.407
H -1.169 0.713 2.375 0.298
H -2.601 1.449 1.761 0.374
H -2.358 -0.281 1.568 0.294
H 3.344 -2.528 -0.469 0.310
H 2.872 -1.463 -1.491 0.409
O 3.207 -1.574 -0.566 -0.745
H 1.695 -0.189 -2.880 0.397
H 0.943 -1.278 -2.175 0.332
O 1.709 -1.152 -2.759 -0.790
H 0.604 2.505 -2.875 0.265
H -0.302 1.227 -2.850 0.401
O 0.551 1.605 -2.553 -0.633
H 0.881 4.192 3.853 0.288
H 1.312 2.837 3.248 0.477
O 1.387 3.391 4.041 -0.644
H -1.641 -2.154 -0.463 0.302
H -3.146 -2.327 -0.160 0.315
O -2.280 -2.733 -0.001 -0.712
H -1.417 -0.376 -2.349 0.324
H -1.616 -0.369 -3.860 0.308
O -1.684 0.210 -3.086 -0.722
H -0.109 -2.328 2.034 0.285
H -1.421 -2.961 1.642 0.384
O -0.845 -2.790 2.412 -0.641
```

Which structure loses on stability? #A does.

#A
Molecular formula: C3H12NS
Method: DFT, ωB97M-V with the def2-TZVPD basis set

Computed properties:
E_HOMO	-12.4531	eV
frontier orbital gap	8.956	eV
E_LUMO	-3.497	eV
net charge	+1

XYZ file:
```
17
Properties=species:S:1:pos:R:3:mulliken_charge:R:1
C 0.349 -1.732 2.654 -0.800
N -0.372 -0.643 1.948 -0.247
H 1.385 -1.672 2.326 0.346
H -0.098 -2.659 2.332 0.343
H 0.369 -1.510 3.698 0.349
H -0.038 0.295 2.166 0.379
H -0.268 -0.820 0.929 0.215
H -1.356 -0.655 2.196 0.341
C -0.289 2.144 -1.318 -0.874
S 0.317 0.446 -0.949 -0.073
C 0.298 -0.109 -2.714 -0.865
H -0.303 2.726 -0.393 0.316
H 0.418 2.591 -2.019 0.320
H -1.251 2.004 -1.787 0.299
H -0.741 0.014 -3.021 0.305
H 0.743 -1.082 -2.794 0.326
H 0.839 0.664 -3.254 0.320
```

#B
Molecular formula: C3H12NS
Method: DFT, ωB97M-V with the def2-TZVPD basis set

Computed properties:
E_HOMO	-12.5842	eV
frontier orbital gap	8.531	eV
E_LUMO	-4.053	eV
net charge	+1

XYZ file:
```
17
Properties=species:S:1:pos:R:3:mulliken_charge:R:1
C 0.229 0.021 -3.474 -0.820
N -0.365 -0.399 -2.248 -0.308
H -0.445 0.652 -4.271 0.330
H 1.230 0.586 -3.397 0.339
H 0.647 -0.769 -4.144 0.344
H -1.338 -0.899 -2.322 0.375
H -0.682 0.426 -1.935 0.331
H 0.345 -0.905 -1.488 0.383
C 1.686 0.391 1.583 -0.762
C 0.246 0.807 1.676 -0.468
S -0.960 -0.400 1.464 -0.228
H 1.800 -0.516 0.836 0.195
H 1.907 0.081 2.615 0.251
H 2.514 1.056 1.288 0.314
H 0.113 1.416 2.739 0.323
H 0.054 1.631 1.018 0.274
H -1.199 -0.874 2.660 0.127
```

Which structure loses on stability? #B does.